Arrangement P

DFT (ωB97M-V/def2-TZVPD) results for a cluster of 2 separate species, C2H8N2 in total.

Calculated values
Kohn-Sham gap   10.984 eV
SMILES   C=N.CN
HOMO   -10.00 eV

XYZ file:
```
12
C2H8N2 (ωB97M-V/def2-TZVPD)
C 1.539 -3.416 0.349
N 1.639 -4.071 -0.742
H 0.738 -2.674 0.251
H 2.347 -3.394 1.094
H 2.206 -4.909 -0.571
C -1.159 3.274 0.800
N -1.626 3.348 -0.651
H -1.940 3.314 1.554
H -0.322 3.880 1.122
H -0.862 2.204 0.843
H -2.541 2.900 -0.520
H -2.053 4.288 -0.645
```

Atomic partial charges in e from the Löwdin method, atoms 1 to 6: number 1, C, carries -0.1467; number 2, N, carries -0.0060; number 3, H, carries 0.0547; number 4, H, carries 0.0667; number 5, H, carries 0.0312; number 6, C, carries -0.1943

---

Arrangement Q

DFT (ωB97M-V/def2-TZVPD) results for a cluster of 2 separate species, C2H8N2 in total.

Calculated values
Kohn-Sham gap   10.347 eV
SMILES   C=NC.N
HOMO   -9.48 eV

XYZ file:
```
12
C2H8N2 (ωB97M-V/def2-TZVPD)
C -2.354 0.317 -0.875
N -2.520 -0.889 -1.158
C -1.378 -1.767 -1.397
H -3.223 0.925 -0.654
H -1.478 0.945 -0.865
H -1.357 -2.206 -2.401
H -1.264 -2.464 -0.586
H -0.463 -1.137 -1.195
N 3.537 1.685 2.315
H 2.631 1.936 2.642
H 4.242 1.200 2.830
H 3.627 1.454 1.343
```

Atomic partial charges in e from the Löwdin method, atoms 1 to 6: number 1, C, carries -0.0974; number 2, N, carries -0.0924; number 3, C, carries -0.1430; number 4, H, carries 0.0578; number 5, H, carries 0.0623; number 6, H, carries 0.0768

---

Arrangement R

DFT (ωB97M-V/def2-TZVPD) results for an isolated molecule of C2H8N2.

Calculated values
Kohn-Sham gap   10.129 eV
SMILES   NCCN
HOMO   -9.12 eV

XYZ file:
```
12
C2H8N2 (ωB97M-V/def2-TZVPD)
N -1.898 0.020 0.065
C -0.566 -0.463 -0.176
C 0.570 0.494 0.037
N 1.826 -0.238 -0.056
H -2.023 0.297 1.050
H -2.021 0.827 -0.611
H -0.511 -0.734 -1.203
H -0.440 -1.351 0.523
H 0.356 0.999 1.012
H 0.555 1.297 -0.763
H 2.528 0.531 -0.288
H 2.041 -0.527 1.054
```

Atomic partial charges in e from the Löwdin method, atoms 1 to 6: number 1, N, carries -0.0348; number 2, C, carries -0.3648; number 3, C, carries -0.3807; number 4, N, carries -0.0581; number 5, H, carries 0.0687; number 6, H, carries 0.0916

---

Arrangement S

DFT (ωB97M-V/def2-TZVPD) results for a cluster of 2 separate species, C2H8N2 in total.

Calculated values
Kohn-Sham gap   10.225 eV
SMILES   C=NC.N
HOMO   -9.36 eV

XYZ file:
```
12
C2H8N2 (ωB97M-V/def2-TZVPD)
C -1.098 -1.295 1.087
N -1.523 -0.156 1.445
C -1.069 0.924 0.556
H -0.058 -1.301 0.656
H -1.550 -2.277 1.154
H -0.157 1.384 0.965
H -1.864 1.693 0.527
H -0.751 0.654 -0.461
N 1.941 0.218 -1.769
H 1.375 -0.604 -1.510
H 2.898 -0.125 -1.644
H 1.856 0.885 -1.006
```

Atomic partial charges in e from the Löwdin method, atoms 1 to 6: number 1, C, carries -0.0892; number 2, N, carries -0.0848; number 3, C, carries -0.1618; number 4, H, carries 0.0703; number 5, H, carries 0.0621; number 6, H, carries 0.0702

---

The structure with the greatest stability is arrangement R.

---

Arrangement P

DFT (ωB97M-V/def2-TZVPD) results for an isolated molecule of CH4NOP.

Calculated values
Kohn-Sham gap   9.404 eV
SMILES   CNP=O
HOMO   -9.80 eV

XYZ file:
```
8
CH4NOP (ωB97M-V/def2-TZVPD)
C -0.085 -0.367 0.068
N -0.755 0.827 0.438
P -0.570 1.694 1.875
O -1.296 3.232 1.908
H -0.440 -1.383 0.520
H -0.306 -0.672 -1.027
H 1.027 -0.262 0.190
H -1.319 1.258 -0.195
```

Atomic partial charges in e from the Löwdin method, atoms 1 to 6: number 1, C, carries -0.2259; number 2, N, carries -0.3527; number 3, P, carries 0.8870; number 4, O, carries -0.6157; number 5, H, carries 0.0982; number 6, H, carries 0.1022

---

Arrangement Q

DFT (ωB97M-V/def2-TZVPD) results for a cluster of 2 separate species, CH4NOP in total.

Calculated values
Kohn-Sham gap (spin up / spin down)   7.449 / 7.663 eV
HOMO (spin up / spin down)   -9.24 / -9.27 eV

XYZ file:
```
8
CH4NOP (ωB97M-V/def2-TZVPD)
C -1.149 -0.226 -0.185
N 0.127 -0.519 0.070
O -1.455 0.914 -0.049
P 1.399 0.497 0.003
H -1.796 -1.123 -0.400
H 0.780 -2.190 -0.122
H 0.672 1.690 -0.490
H 1.423 0.957 1.173
```

Atomic partial charges in e from the Löwdin method, atoms 1 to 6: number 1, C, carries -0.5295; number 2, N, carries -0.3756; number 3, O, carries 0.0000; number 4, P, carries 0.7247; number 5, H, carries 0.1251; number 6, H, carries 0.2875

---

The structure with the greatest stability is arrangement P.